Record 1
DFT (wB97M-V/def2-TZVPD) results for 2 unconnected molecules or ions with the total composition C24H26B2Cl3F6O3 at a distorted geometry.

Each line ends with the Löwdin charge.
Atoms and positions in Å:
Cl 2.68169 -3.47760 -5.44113  0.4837
B 3.36258 -3.64600 -3.71427  -1.8511
Cl 2.21052 -4.51875 -2.51666  0.4974
Cl 5.02577 -4.52581 -3.74030  0.4591
O 3.59818 -2.25529 -3.25499  -0.0772
C 4.05136 -1.82077 -2.13823  -0.0602
C 4.84713 -0.63421 -2.16772  -0.1605
C 5.70093 -0.37242 -1.07728  -0.0031
C 6.45405 0.79348 -1.05054  -0.0654
C 6.34824 1.72328 -2.09972  -0.0535
C 5.53637 1.44657 -3.21512  -0.0596
C 4.80634 0.26697 -3.27078  0.0285
H 3.96334 -2.39683 -1.22162  0.1419
H 5.71529 -1.10759 -0.27431  0.1256
H 7.12264 0.98915 -0.20753  0.1090
H 6.89893 2.66576 -2.05010  0.1081
H 5.47575 2.16228 -4.04253  0.1119
H 4.17737 0.01854 -4.12837  0.1342
C -1.34065 2.27370 4.12349  -0.0260
C -1.68544 1.25856 3.04474  -0.4930
C -3.20147 1.06382 3.04719  -0.0193
O -1.26497 1.76101 1.79718  0.0335
B -0.96746 0.59885 0.97853  -0.8491
C -2.24946 0.42503 -0.05968  -0.0471
C -2.67020 -0.83435 -0.44660  0.0462
C -3.79442 -0.97195 -1.26085  -0.1111
C -4.21376 -2.34293 -1.72142  -0.5125
F -5.57546 -2.45797 -1.80640  0.1029
F -3.70633 -2.62707 -2.96697  0.1091
F -3.77108 -3.32003 -0.87209  0.1093
C -4.51971 0.12800 -1.68955  0.0311
C -4.11145 1.37813 -1.25520  -0.1141
C -4.87927 2.59544 -1.69945  -0.5133
F -4.78958 3.61073 -0.78519  0.1059
F -4.39920 3.08109 -2.89210  0.1059
F -6.20824 2.32538 -1.88122  0.1036
C -2.98594 1.53475 -0.44653  0.0404
C 0.44058 0.92875 0.07269  -0.0842
C 0.81999 -0.10930 -0.90401  -0.1703
C 1.66246 -1.14251 -0.66529  -0.0192
O -0.83807 -0.57820 1.79664  0.0584
C -0.89711 -0.14389 3.14254  -0.4862
C 0.52071 0.07191 3.66252  -0.0261
C -1.58894 -1.18141 4.01329  -0.0205
H -1.61428 1.88782 5.11301  0.0835
H -0.27520 2.52162 4.11650  0.0780
H -1.91698 3.18949 3.94900  0.0864
H -3.55382 0.85271 4.06463  0.0822
H -3.68501 1.98729 2.70622  0.0931
H -3.51151 0.24492 2.38580  0.0901
H -2.13970 -1.72382 -0.12267  0.1318
H -5.38636 0.01497 -2.32882  0.1284
H -2.71794 2.53237 -0.11552  0.1302
H 0.16713 1.86552 -0.43082  0.0976
H 1.21800 1.15221 0.81684  0.0935
H 0.35490 -0.00965 -1.89342  0.1114
H 1.87642 -1.89341 -1.42554  0.0013
H 2.05206 -1.27495 0.33788  0.0656
H 0.50684 0.30715 4.73314  0.0795
H 1.10412 -0.84518 3.52529  0.0885
H 1.02120 0.88937 3.12693  0.0849
H -1.64602 -0.82486 5.05116  0.0849
H -2.60363 -1.39679 3.66205  0.0801
H -1.01222 -2.11306 4.01331  0.0859

Values from the calculation:
Total charge: -1
Energy (eV): -86685.9563
HOMO-LUMO gap (eV): 4.94

Record 2
DFT (wB97M-V/def2-TZVPD) results for a molecular structure, C24H26BF5N10O4S3Ti.

Each line ends with the Löwdin charge.
Atoms and positions in Å:
Ti -0.96819 -0.01556 -0.01187  1.2171
C 2.69994 -1.55753 0.59075  0.0048
C 2.22039 -0.16122 0.78113  -0.3053
C 2.97689 0.97749 1.07471  0.0125
C 2.06649 1.98163 1.30906  -0.0298
N 0.81859 1.49405 1.17279  0.0374
N 0.92635 0.16461 0.81435  -0.0262
B -0.43164 2.02613 2.04117  -0.6149
N -0.99203 0.76711 2.78453  0.0359
C -1.38633 0.55745 4.05201  -0.0193
C -1.94908 -0.69765 4.14365  0.0235
C -1.88909 -1.22965 2.85184  -0.2835
C -2.33067 -2.55711 2.34372  -0.0159
N -1.31356 -0.33237 2.05053  -0.0255
N -1.58096 2.49392 1.09885  0.0495
C -2.31826 3.61328 1.06032  -0.0072
C -3.51242 3.33661 0.43032  0.0312
C -3.46711 1.98434 0.08926  -0.2702
C -4.56363 1.16192 -0.48798  -0.0058
N -2.28819 1.48976 0.48476  -0.0123
N 0.04657 3.07109 2.98424  -0.0191
C 0.82683 2.89625 4.08682  -0.0807
C 1.33003 4.11610 4.44220  -0.0016
C 0.82572 5.01302 3.47100  -0.3389
C 1.06871 6.47930 3.35325  -0.0250
N 0.07212 4.37791 2.59328  0.1216
H 3.18431 -1.88086 1.51284  0.1022
H 3.44744 -1.61224 -0.20104  0.0918
H 1.89194 -2.25116 0.36606  0.0734
H 4.04863 1.04862 1.12170  0.1251
H 2.20663 3.00545 1.61612  0.1386
H -1.25174 1.31904 4.80031  0.1305
H -2.35603 -1.16870 5.02005  0.1181
H -3.05579 -2.99824 3.02360  0.0932
H -1.48438 -3.24178 2.25870  0.0753
H -2.78970 -2.48627 1.35508  0.0667
H -1.93520 4.51289 1.50898  0.1172
H -4.32783 4.01543 0.25763  0.1223
H -5.44603 1.28650 0.14054  0.0996
H -4.31284 0.10464 -0.52711  0.0724
H -4.80874 1.48946 -1.49575  0.0905
H 0.97935 1.92472 4.52521  0.1243
H 1.96189 4.34373 5.28213  0.1104
H 1.05895 6.95626 4.33187  0.0822
H 0.30520 6.94042 2.73116  0.0782
H 2.04088 6.67909 2.90080  0.0828
O -1.06084 -1.01905 -3.34195  -0.2339
S -1.80131 -0.21631 -2.43237  0.4652
O -3.02667 0.36651 -2.82682  -0.1989
O -0.87485 0.82113 -1.71802  -0.3902
O -2.02123 -1.05610 -1.04655  -0.3984
F 3.91354 -3.69987 -4.53256  0.1666
C 3.48675 -2.53670 -4.08528  -0.1151
C 2.54630 -2.50970 -3.05705  -0.1424
F 2.13994 -3.65602 -2.52961  0.1307
C 2.08021 -1.29929 -2.60736  -0.2308
F 1.12962 -1.30306 -1.65933  0.0225
C 2.59016 -0.07190 -3.08479  -0.5393
S 2.20298 1.41911 -2.37972  0.8954
C 3.52936 -0.15062 -4.13657  -0.2316
F 4.03293 0.95166 -4.65223  0.1236
C 3.97043 -1.36040 -4.63923  -0.1349
F 4.85659 -1.41182 -5.61810  0.1566
C -0.27419 -4.46153 -4.62005  -0.0658
N -0.66785 -3.99054 -3.31328  -0.0502
C -0.54303 -4.68337 -2.17221  -0.9329
N -0.09958 -5.94534 -2.27912  0.1161
S -0.94421 -4.00756 -0.68728  0.6090
H -0.86182 -5.32807 -4.93353  0.0924
H 0.78844 -4.72360 -4.65064  0.0821
H -0.45322 -3.66554 -5.33835  0.0957
H -0.98928 -3.04319 -3.20226  0.0692
H -0.01242 -6.47648 -1.43144  0.0961
H 0.11885 -6.38021 -3.15785  0.0958

Values from the calculation:
Total charge: +1
Spin multiplicity: 2
Energy (eV): -118283.9166
Energy above the lowest of the compared OMol25 structures with the same formula, charge and spin (eV): 2.141
HOMO-LUMO gap (spin up / spin down) (eV): 5.79 / 5.58

Record 3
DFT (wB97M-V/def2-TZVPD) results for a molecular structure, C24H26Cl2PPdSi at a distorted geometry.

Each line ends with the Löwdin charge.
Atoms and positions in Å:
Pd 1.05385 -1.06868 1.26522  0.1256
Cl 1.94492 -3.18313 -0.25251  0.5144
C 2.27006 -3.98305 1.31225  -0.9230
Cl 2.80680 -2.72376 2.54841  0.4244
H 3.15310 -4.62198 1.19971  0.0094
H 1.37216 -4.53274 1.66469  0.0334
C 4.61265 3.47368 1.60839  -0.1128
C 4.27050 2.24568 2.17495  -0.1065
C 3.17074 1.53515 1.70385  -0.0986
C 2.38407 2.07985 0.66129  -0.3559
C 2.70498 3.30123 0.11404  -0.1007
C 3.85195 3.98437 0.53917  -0.0977
P 0.95868 1.08965 0.14723  1.0030
C -0.58657 1.92641 0.44288  -0.3358
C -1.35567 2.69957 -0.38118  -0.1351
C -2.73313 2.33789 -0.48854  -0.1291
C -3.31910 1.33238 0.22036  -0.0943
C -2.67161 0.67335 1.35202  -0.2725
C -1.20866 1.22207 1.58523  -0.2943
C 1.09841 0.81970 -1.62079  -0.3340
C -0.04522 0.78638 -2.48487  -0.0775
C 0.11158 0.52462 -3.82517  -0.0987
C 1.41742 0.25626 -4.32638  -0.1361
C 2.52801 0.24831 -3.50285  -0.1239
C 2.36242 0.46616 -2.11898  -0.1169
H 5.56190 3.92865 1.94448  0.0967
H 4.76673 1.91988 3.08083  0.0928
H 3.04961 0.48196 1.93321  0.0501
H 2.07588 3.77625 -0.63748  0.1072
H 4.13807 4.97567 0.12756  0.0997
H -0.99495 3.57117 -0.91729  0.0949
H -3.35497 2.84796 -1.27699  0.1027
H -4.37823 1.09281 0.05664  0.0903
H -3.31892 0.70770 2.26427  0.1341
H -1.06961 1.70399 2.53524  0.1178
H -0.99972 0.99554 -2.05239  0.0758
H -0.71232 0.56298 -4.50501  0.0837
H 1.59141 0.02564 -5.41011  0.0958
H 3.54508 0.10617 -3.93974  0.1022
H 3.18511 0.37145 -1.41652  0.0960
C -1.47292 -3.43976 0.12034  -0.2238
Si -2.82598 -2.25178 0.68221  0.4968
C -3.80395 -2.91054 2.14974  -0.1968
C -3.97402 -2.06879 -0.88574  -0.1793
C -1.99622 -0.75218 1.26257  -0.2956
C -0.73235 -0.29525 1.53442  -0.3177
H -1.95836 -4.25590 -0.34024  -0.0102
H -0.96067 -3.84287 1.03206  0.0256
H -0.82071 -3.02030 -0.64862  -0.0031
H -4.39244 -3.79880 1.90903  0.0109
H -4.48156 -2.11910 2.45136  0.0114
H -3.18581 -3.11060 3.05096  0.0372
H -4.64430 -2.92226 -0.94408  0.0001
H -3.39649 -2.03526 -1.83710  0.0276
H -4.59162 -1.13383 -0.86203  0.0107

Values from the calculation:
Total charge: -1
Energy (eV): -70996.7171
Energy above the lowest of the compared OMol25 structures with the same formula, charge and spin (eV): 1.836
HOMO-LUMO gap (spin up / spin down) (eV): 4.16 / 3.67

Record 4
DFT (wB97M-V/def2-TZVPD) results for a molecular structure, C24H26Cl2PPdSi at a distorted geometry.

Each line ends with the Löwdin charge.
Atoms and positions in Å:
Pd 1.23298 2.08484 0.71448  0.3569
Cl 3.31600 3.11784 2.90055  0.3602
C 2.63980 1.72770 2.07274  -0.8668
Cl 1.01235 4.23786 -0.36195  -0.3731
H 2.36027 0.95242 2.79030  -0.0417
H 3.50797 1.41307 1.44200  -0.0411
C 5.05493 0.01544 -1.97363  -0.1233
C 4.66665 -0.73485 -0.85647  -0.0717
C 3.32424 -0.69224 -0.35937  -0.0891
C 2.37314 0.13883 -0.97628  -0.3251
C 2.79095 0.90966 -2.12136  -0.0455
C 4.16030 0.87873 -2.54260  -0.0846
P 0.60611 -0.08401 -0.63270  0.9833
C -0.27842 0.26808 -2.18182  -0.2743
C -0.32012 1.59319 -2.59748  -0.1019
C -1.20651 1.98260 -3.62419  -0.0617
C -2.09280 1.06444 -4.15118  -0.0965
C -2.15414 -0.25678 -3.67041  -0.0775
C -1.19124 -0.66732 -2.74006  -0.0654
C 0.41739 -1.79756 -0.18168  -0.2917
C 0.31767 -2.12189 1.19755  -0.0794
C -0.06836 -3.39029 1.62334  -0.0939
C -0.31531 -4.41306 0.72372  -0.0984
C -0.10718 -4.14747 -0.62048  -0.0986
C 0.35346 -2.91096 -1.04116  -0.0951
H 5.94889 -0.25814 -2.47684  0.0856
H 5.36138 -1.47521 -0.49650  0.0890
H 3.05300 -1.39138 0.44246  0.1067
H 2.04457 1.52033 -2.60716  0.0705
H 4.50347 1.62990 -3.30374  0.1163
H 0.31819 2.29931 -2.10187  0.0120
H -1.06480 2.92572 -4.12499  0.1029
H -2.73224 1.40046 -4.96286  0.0958
H -2.92079 -0.92572 -3.93265  0.0790
H -1.17235 -1.73217 -2.52135  0.0790
H 0.65670 -1.33543 1.92421  0.1247
H -0.17900 -3.52944 2.73190  0.1189
H -0.82080 -5.31446 1.12469  0.1110
H -0.29794 -4.91431 -1.34438  0.0939
H 0.61457 -2.82650 -2.09888  0.1129
C -2.66264 -0.52633 3.74547  -0.2099
Si -2.84052 0.89928 2.41724  0.4642
C -4.41595 1.38131 1.51235  -0.1998
C -2.39816 2.21253 3.66807  -0.2208
C -1.42112 0.64018 1.23326  -0.1469
C -0.30126 0.72969 0.66936  -0.5026
H -3.23785 -0.36065 4.66857  0.0107
H -1.63190 -0.70482 4.00798  0.0110
H -3.21762 -1.42199 3.29262  0.0280
H -4.72862 2.44137 1.70204  0.0358
H -5.31682 0.75272 1.86415  0.0440
H -4.43080 1.30525 0.44561  0.0001
H -3.26071 2.15006 4.35107  0.0240
H -2.43149 3.18888 3.20442  0.0182
H -1.41749 2.07132 4.13386  0.0420

Values from the calculation:
Total charge: -1
Energy (eV): -70998.5530
Energy above the lowest of the compared OMol25 structures with the same formula, charge and spin (eV): 0.000
HOMO-LUMO gap (spin up / spin down) (eV): 4.99 / 4.69

- energy of number 1 (C24H26B2Cl3F6O3)?
  -86685.9563 eV